13
Properties=species:S:1:pos:R:3:nbo_charge:R:1 method="wB97M-V/def2-TZVPD" multiplicity=1 total_charge=0 fmax_ev_per_a=1.45
N -2.111 -0.342 0.355 -0.823
C -0.921 0.287 -0.171 -0.205
C 0.287 -0.635 -0.051 -0.521
C 1.574 0.114 0.097 0.793
O 2.063 0.542 1.111 -0.592
O 2.167 0.384 -1.107 -0.685
H -2.882 0.316 0.398 0.363
H -1.960 -0.663 1.306 0.353
H -1.096 0.461 -1.232 0.194
H -0.588 1.266 0.239 0.169
H 0.385 -1.315 -0.901 0.233
H 0.158 -1.322 0.802 0.230
H 2.925 0.909 -0.846 0.491


13
Properties=species:S:1:pos:R:3:nbo_charge:R:1 method="wB97M-V/def2-TZVPD" multiplicity=1 total_charge=0 fmax_ev_per_a=4.32
N 0.340 1.624 1.090 -0.890
C -0.459 1.187 -0.115 -0.215
C 0.395 -0.011 -0.706 -0.513
C -0.145 -1.411 -0.129 0.792
O -0.471 -1.710 1.036 -0.597
O -0.286 -2.440 -1.086 -0.696
H -0.193 1.531 1.976 0.384
H 1.334 1.477 1.073 0.369
H -0.694 2.066 -0.643 0.202
H -1.431 0.789 0.286 0.201
H 0.375 -0.061 -1.810 0.233
H 1.475 0.158 -0.520 0.235
H -0.240 -3.199 -0.451 0.496


Number 1: orbital gap 0.3888 Eh. Number 2: orbital gap 0.3569 Eh.